Entry 1:
Below is a 2-piece molecular cluster, C4H8O4 overall at a distorted geometry, with properties calculated with ωB97M-V/def2-TZVPD.

```
16
Properties=species:S:1:pos:R:3
H 2.72 -0.06 3.36
C -1.56 -0.39 -1.55
O -0.03 1.28 0.25
C 0.50 0.87 -0.77
H -3.25 -1.58 -0.45
O 2.23 -0.27 4.08
C 0.02 -0.35 -1.50
H -1.92 -0.60 -2.55
H 1.69 2.36 -1.12
H 1.61 -0.74 3.65
H 0.29 -1.38 -1.08
O 1.58 1.47 -1.33
H 0.53 -0.49 -2.45
C -2.14 -1.32 -0.43
O -1.37 -1.37 0.47
H -1.86 0.72 -1.63
```

Calculated values
SMILES string ... O=CCCC(=O)O.O
2S+1 ... 1
E_tot ... -458.1155 a.u.

=====

Entry 2:
Below is a 2-piece molecular cluster, C10H20F3N3O7S overall at a distorted geometry, with properties calculated with ωB97M-V/def2-TZVPD.

```
44
Properties=species:S:1:pos:R:3
C -0.72 1.78 -0.10
H 3.23 -1.99 -0.06
O -2.39 -2.24 1.03
H 0.15 1.32 0.50
O 2.28 3.75 -0.19
H 3.76 -0.46 1.99
O 1.40 3.02 -2.37
N -1.07 -0.98 3.59
O -3.28 -0.94 -3.42
O -0.87 -0.75 -2.98
H -1.14 3.62 -1.38
H -2.27 -2.67 1.95
H 4.22 -1.50 3.55
H 1.48 -0.37 0.24
H -1.70 1.51 2.96
C -0.40 3.33 -0.50
O -2.23 1.27 -3.26
H -1.13 -0.18 4.29
H 2.00 -3.34 0.41
H -0.79 1.17 -1.13
C 4.07 -1.53 2.38
C -0.14 -2.04 0.70
S -2.06 -0.14 -3.61
H -0.18 -3.11 1.24
H -2.57 2.63 1.05
H -2.88 1.00 0.14
C -1.72 -0.18 -5.45
H 2.83 2.93 -0.07
F -1.53 -1.44 -5.93
F -0.60 0.53 -5.80
H -0.52 4.03 0.44
H 5.09 -1.82 1.87
H -0.11 -1.38 3.66
H 1.36 -0.85 2.12
N -1.42 -1.27 0.93
F -2.74 0.36 -6.19
H -0.12 -2.30 -0.47
O 3.09 -2.59 2.09
C -2.09 1.57 0.79
C 1.15 3.37 -1.10
C 1.24 -1.22 1.01
C -1.40 -0.47 2.21
N -1.73 0.89 2.09
C 2.48 -2.32 0.78
```

Calculated values
2S+1 ... 1
E_tot ... -1781.4426 a.u.

=====

Entry 3:
Below is C6H9O3P as an isolated structure at a distorted geometry, with properties calculated with ωB97M-V/def2-TZVPD.

```
19
Properties=species:S:1:pos:R:3
C 0.20 1.09 -1.50
C -2.22 0.79 -0.28
H 1.09 1.57 -1.03
H 1.07 -2.40 0.17
C 0.40 -1.61 -0.15
H -0.41 2.87 0.20
H -0.35 -2.11 -0.76
O -2.17 1.43 -1.50
O -3.24 0.40 0.22
P -0.66 2.05 1.30
C -0.83 0.53 0.18
H 1.07 -1.22 -0.90
C -0.20 -0.66 0.82
H 0.63 1.79 1.56
H 0.57 -0.32 1.46
H 0.32 0.14 -2.11
O -0.98 2.47 -3.02
H -1.07 -1.13 1.37
C -0.96 1.77 -2.07
```

Calculated values
2S+1 ... 1
E_tot ... -801.0053 a.u.